(1)
Density functional theory data (the ωB97M-V functional and the def2-TZVPD basis) for a molecular structure, C19H20BBrN8O2Ru.

Multiplicity: 2
ΔE to the lowest compared entry with this formula, charge and spin (kcal per mole): 0.0
LUMO energy (alpha / beta) (eV): -4.91 / -5.03
HOMO energy (alpha / beta) (eV): -11.70 / -11.71
Calculated total energy (Ha): -4018.1049
Total charge: +1

CARTESIAN COORDINATES (ANGSTROEM)
Ru -0.267 0.408 0.069
Br -0.923 -1.120 7.489
O 0.210 3.931 2.112
O -0.427 1.902 1.386
N -0.726 1.821 -1.311
N -0.476 -1.235 1.418
N 1.424 0.069 -1.310
N 2.042 1.143 1.091
N 1.858 0.799 -2.347
N 1.769 2.325 1.794
N -0.164 2.362 -2.391
N -0.908 -1.092 -1.247
C -2.228 3.168 -2.256
C -1.584 -2.074 -3.302
C 0.030 -0.229 3.573
C -1.981 2.296 -1.208
C -1.818 -3.283 -2.665
C 0.441 2.806 1.760
C -1.546 -3.388 -1.312
C -1.425 -2.175 4.899
C 2.968 0.234 -2.835
C 2.259 -0.964 -1.147
C 3.268 -0.898 -2.096
C -1.073 -2.278 -0.626
C -1.044 3.183 -2.976
C -1.342 -2.191 3.522
C -0.052 -0.200 4.950
C -1.131 -1.001 -2.555
C -0.599 -1.228 2.830
C -0.757 -2.315 0.781
C -0.782 -1.173 5.615
B 1.277 2.133 -2.891
H -1.708 -4.309 -0.768
H -2.000 -2.931 5.414
H 4.091 -1.575 -2.235
H -0.944 -0.043 -3.021
H 2.462 3.057 1.749
H 2.780 1.269 0.409
H 2.090 -1.694 -0.372
H -0.737 -3.272 1.294
H 0.441 0.580 5.513
H -2.207 -4.126 -3.219
H -1.889 -2.956 2.988
H -1.754 -1.956 -4.362
H -2.616 2.008 -0.386
H 2.305 0.399 1.731
H -0.778 3.739 -3.859
H 1.987 3.039 -2.523
H 0.576 0.549 3.063
H 3.480 0.671 -3.675
H 1.259 2.099 -4.093
H -3.129 3.718 -2.459

(2)
Density functional theory data (the ωB97M-V functional and the def2-TZVPD basis) for a molecular structure, C19H20BCl3CuN11OSi.

Multiplicity: 1
ΔE to the lowest compared entry with this formula, charge and spin (kcal per mole): 0.0
LUMO energy (eV): -1.98
HOMO energy (eV): -8.58
Calculated total energy (Ha): -4749.2508

CARTESIAN COORDINATES (ANGSTROEM)
Cu -0.779 -0.876 -1.027
Cl -3.960 -4.632 -1.530
Cl -0.692 -4.242 -1.237
Cl -2.007 -4.841 -4.233
Si -2.280 -3.966 -2.440
O -2.517 -2.348 -2.795
N 1.908 1.715 1.506
N -0.785 -0.924 1.132
N 2.523 1.279 2.632
N -4.046 0.673 0.425
N -5.441 -0.886 -3.476
N 1.260 -0.947 -1.102
N 1.773 -0.074 -0.199
N 0.069 -0.040 1.699
N -0.041 1.740 -0.058
N -2.589 -1.573 -1.647
N -0.763 1.244 -1.086
C 3.483 -0.933 -1.308
C -0.115 -0.014 3.030
C 3.116 -0.063 -0.307
C -1.533 2.224 -1.544
C -4.648 -0.879 -2.648
C 3.528 2.107 2.859
C -1.336 3.381 -0.778
C -2.446 2.010 -2.703
C -1.498 -1.465 2.113
C -1.112 -0.917 3.343
C 4.423 1.916 4.038
C 2.275 -1.463 -1.783
C -2.512 -2.526 1.845
C -0.389 3.022 0.157
C 2.548 2.804 1.017
C -3.653 -0.857 -1.615
C 3.592 3.099 1.858
C 2.051 -2.456 -2.872
C -3.848 -0.013 -0.474
B 0.927 0.823 0.757
H 4.478 -1.157 -1.650
H -3.155 -2.667 2.712
H -3.491 1.960 -2.387
H -2.034 -3.482 1.621
H 0.052 3.588 0.959
H -1.810 4.341 -0.891
H -1.501 -1.153 4.318
H 2.243 3.269 0.094
H 4.291 3.912 1.770
H 3.854 1.566 4.898
H -3.150 -2.269 0.998
H -2.185 1.094 -3.234
H 0.489 0.620 3.651
H 1.123 -2.241 -3.404
H 5.198 1.177 3.828
H 4.918 2.849 4.307
H 2.869 -2.427 -3.591
H -2.375 2.834 -3.413
H 1.988 -3.472 -2.480
H 3.715 0.557 0.340

(3)
Density functional theory data (the ωB97M-V functional and the def2-TZVPD basis) for 4 unconnected molecules or ions with the total composition C19H20BrF24NO5S.

Multiplicity: 1
ΔE to the lowest compared entry with this formula, charge and spin (kcal per mole): 41.6
LUMO energy (eV): 0.09
HOMO energy (eV): -9.95
Calculated total energy (Ha): -6535.8643

CARTESIAN COORDINATES (ANGSTROEM)
Br -0.811 1.167 5.293
S 5.056 -0.005 5.297
F -3.344 -0.847 -6.401
F -2.445 3.933 -1.305
F 2.024 0.818 0.709
F -0.385 2.532 0.057
F -3.527 -2.678 -2.106
F 0.601 2.576 -4.544
F -1.559 3.324 -3.192
F 0.291 4.219 -1.099
F -4.747 -0.324 -2.854
F 2.031 -0.479 3.237
F -5.931 -1.552 -6.948
F 1.053 5.159 -5.327
F 2.750 -2.431 -0.621
F -5.633 -1.596 -4.806
F 0.149 5.172 -3.362
F -4.527 0.802 -7.165
F 2.710 3.079 -4.627
F -2.907 0.074 -1.804
F 2.010 -4.110 -1.768
F 0.117 -3.395 0.074
F 3.081 -1.538 1.680
F -3.298 -2.456 -4.253
F 1.030 -5.317 0.499
F 0.851 -0.827 -0.086
O 0.660 2.130 -1.854
O 5.153 -1.040 6.638
O 4.061 -2.871 7.479
O -2.934 0.365 -3.992
O 1.067 -2.267 2.368
N 2.605 -1.390 6.429
C -3.899 0.900 -4.915
C 1.258 4.810 -4.032
C 1.855 -1.135 2.065
C 2.150 -0.116 7.076
C 1.559 3.311 -3.929
C 1.273 -3.973 0.482
C 2.401 -3.727 -0.527
C 1.780 2.752 -2.507
C -5.667 -0.773 -5.869
C 1.554 -3.552 1.941
C -1.637 3.009 -1.882
C -0.257 2.994 -1.210
C 3.956 -1.788 6.844
C -2.953 -1.915 -3.068
C -3.410 -0.454 -2.946
C 0.627 -0.177 7.581
C -0.350 -0.489 6.325
C 1.186 -0.191 1.056
C -4.356 -0.007 -6.078
H -1.868 -1.989 -2.968
H -3.374 1.739 -5.380
H -1.341 -0.867 6.770
H 5.088 1.277 5.877
H 3.290 -4.308 -0.265
H 2.277 3.474 -1.854
H 0.280 0.833 7.995
H -2.115 2.032 -1.801
H 2.600 -3.699 2.218
H 0.277 0.242 1.477
H 0.507 -0.973 8.405
H -6.506 -0.082 -5.746
H -4.744 1.358 -4.393
H 2.244 0.712 6.292
H 0.118 -1.243 5.607
H 2.485 -1.380 5.408
H 1.000 -4.259 2.566
H 2.098 5.402 -3.658
H 2.858 0.103 7.958
H 2.501 1.936 -2.616

(4)
Density functional theory data (the ωB97M-V functional and the def2-TZVPD basis) for a molecular structure, C19H20Cl2MgN6OS2.

Multiplicity: 1
ΔE to the lowest compared entry with this formula, charge and spin (kcal per mole): 0.0
LUMO energy (eV): -0.28
HOMO energy (eV): -7.60
Calculated total energy (Ha): -3056.8194

CARTESIAN COORDINATES (ANGSTROEM)
Cl 6.511 2.868 -0.563
Cl 1.883 3.700 -3.178
S -0.503 -1.171 2.312
S -2.186 1.510 1.210
Mg -0.065 0.595 0.169
O 0.727 1.941 -1.045
N -3.240 -1.681 0.940
N -1.506 0.669 -1.853
N -1.586 -0.791 5.818
N -3.625 2.334 4.496
N 2.048 0.720 0.902
N 0.423 -1.402 -0.905
C -1.153 -1.549 -2.832
C 2.665 0.144 1.910
C -1.631 -2.768 -0.677
C -1.472 -0.121 3.324
C 4.803 2.578 -0.708
C 2.720 2.942 -1.862
C -1.550 -0.475 4.712
C -0.533 -2.277 -1.633
C -2.179 -0.463 -2.487
C 1.998 2.154 -0.981
C 4.774 1.103 1.319
C 4.037 0.316 2.158
C 4.146 1.742 0.229
C 2.762 1.530 0.069
C -2.466 -1.554 -0.325
C -3.231 -1.002 -1.504
C 4.103 3.154 -1.727
C -2.968 1.713 3.786
C -2.160 0.960 2.866
H -1.749 -0.814 -0.016
H 5.833 1.251 1.479
H -0.362 -1.117 -3.452
H -1.177 -3.192 0.223
H -2.503 -1.864 1.674
H 4.486 -0.177 3.009
H -2.685 -0.175 -3.414
H 4.605 3.788 -2.444
H -3.608 -0.744 1.162
H -0.004 -3.154 -2.019
H 0.890 -1.946 -0.183
H -2.151 1.436 -1.687
H -3.848 -1.765 -1.986
H -3.882 -0.181 -1.190
H 2.052 -0.478 2.553
H -3.982 -2.377 0.939
H 1.154 -1.109 -1.550
H -2.215 -3.551 -1.169
H -0.752 1.050 -2.418
H -1.648 -2.302 -3.451